(1)
{"formula": "C2H10O2S2", "method": "ωB97M-V with the def2-TZVPD basis set", "species": ["C", "S", "S", "C", "H", "H", "H", "H", "H", "H", "H", "H", "O", "H", "H", "O"], "xyz": [[1.787, 1.616, 0.035], [2.257, -0.029, -0.533], [-1.886, 0.802, -0.376], [-1.455, -0.605, -1.564], [0.749, 1.914, -0.369], [2.550, 2.326, -0.384], [1.786, 1.655, 1.146], [-1.977, -0.414, -2.503], [-1.849, -1.540, -1.160], [-0.346, -0.723, -1.711], [0.100, -1.893, 1.031], [0.974, -1.474, -0.208], [0.059, -1.905, 0.071], [-1.284, -0.281, 2.742], [-0.947, 0.481, 1.510], [-0.519, 0.069, 2.271]], "charge": -1, "homo_energy_ev": [-3.43, -2.83], "de_lowest_ev": 0.9529, "s2": 0.757, "spin_multiplicity": 2}

=====

(2)
{"formula": "C6H11NO", "method": "ωB97M-V with the def2-TZVPD basis set", "species": ["C", "C", "C", "N", "C", "C", "C", "H", "H", "H", "H", "H", "H", "H", "H", "H", "O", "H", "H"], "xyz": [[-0.471, -2.601, -0.468], [-0.615, -1.233, 0.165], [-0.774, -0.697, 1.502], [-0.600, 0.642, 1.597], [-0.429, 1.077, 0.334], [-0.237, 2.495, 0.017], [-0.376, -0.030, -0.541], [-0.224, -2.683, -1.494], [0.251, -3.127, 0.196], [-1.392, -3.161, -0.451], [-1.100, -1.224, 2.368], [-0.975, 1.271, 2.303], [0.336, 3.229, 0.553], [0.064, 2.498, -1.129], [-1.262, 2.813, -0.029], [-0.231, 0.082, -1.599], [2.685, 0.455, -1.415], [2.141, 0.530, -0.542], [3.208, -0.336, -1.368]], "homo_energy_ev": -7.57, "de_lowest_ev": 1.7452}

=====

(3)
{"formula": "C2H4N4O", "method": "ωB97M-V with the def2-TZVPD basis set", "species": ["N", "C", "N", "C", "N", "O", "N", "H", "H", "H", "H"], "xyz": [[-2.344, -0.548, 0.118], [-1.048, -0.130, 0.065], [-0.762, 1.134, 0.070], [0.594, 1.245, -0.038], [1.042, -0.075, -0.216], [2.342, -0.478, 0.108], [0.081, -0.900, -0.147], [-3.051, 0.373, 0.202], [-2.487, -1.296, -0.643], [1.243, 2.124, -0.129], [2.164, -1.342, 0.770]], "homo_energy_ev": -8.38, "de_lowest_ev": 3.7439}

=====

(4)
{"formula": "C4H9N3", "method": "ωB97M-V with the def2-TZVPD basis set", "species": ["C", "C", "C", "C", "N", "N", "N", "H", "H", "H", "H", "H", "H", "H", "H", "H"], "xyz": [[-0.162, -0.778, 0.243], [0.200, 1.434, -0.525], [0.251, -0.705, -1.786], [-0.380, -1.863, 1.026], [-0.149, 1.717, 1.815], [0.138, 2.133, 0.621], [0.057, 0.106, -0.554], [-0.077, 2.355, 2.589], [0.380, 1.852, -1.467], [-0.001, -1.830, -1.624], [-0.622, -0.517, -2.295], [1.251, -0.756, -2.263], [0.512, -2.431, 1.083], [-0.539, -1.487, 1.989], [-1.260, -2.331, 0.710], [0.401, 3.100, 0.438]], "charge": 2, "homo_energy_ev": [-18.26, -18.24], "de_lowest_ev": 6.6497}

=====

(5)
{"formula": "C31H34FeN4O5Te2", "method": "ωB97M-V with the def2-TZVPD basis set", "species": ["Fe", "O", "C", "O", "C", "C", "N", "N", "C", "C", "O", "O", "H", "H", "H", "C", "Te", "C", "C", "C", "C", "C", "C", "C", "H", "H", "H", "H", "H", "H", "H", "H", "O", "N", "C", "N", "C", "C", "C", "C", "C", "C", "C", "C", "H", "H", "H", "H", "H", "H", "H", "H", "H", "H", "H", "H", "C", "C", "C", "C", "C", "C", "Te", "C", "C", "C", "H", "H", "H", "H", "H", "H", "H", "H", "H", "H", "H"], "xyz": [[0.067, 0.349, 0.557], [-1.688, -1.402, 5.722], [-2.439, -0.388, 5.343], [-3.308, 0.084, 6.034], [-2.195, 0.168, 3.978], [-2.989, 1.131, 3.398], [-2.481, 1.386, 2.176], [-1.405, 0.631, 1.924], [-1.212, -0.108, 3.005], [0.006, -0.985, 2.984], [0.144, -1.843, 3.857], [0.808, -0.731, 2.029], [-0.997, -1.651, 5.037], [-3.868, 1.623, 3.777], [-2.860, 1.978, 1.455], [0.295, 3.906, 1.731], [1.590, 2.260, 1.287], [2.048, 3.320, -0.510], [1.396, 4.674, -0.392], [1.627, 5.650, -1.361], [1.023, 6.891, -1.268], [0.181, 7.173, -0.197], [-0.049, 6.210, 0.769], [0.552, 4.955, 0.678], [0.505, 4.271, 2.734], [-0.736, 3.555, 1.704], [1.662, 2.751, -1.354], [3.129, 3.391, -0.613], [2.286, 5.428, -2.192], [1.212, 7.641, -2.024], [-0.288, 8.145, -0.114], [-0.697, 6.430, 1.609], [1.869, -1.586, -0.571], [0.948, -0.527, -0.823], [-1.934, -0.761, -2.353], [-2.059, 0.689, -2.346], [-3.279, 1.107, -1.694], [-0.920, 1.387, -1.824], [0.386, 1.078, -2.509], [0.693, 1.770, -3.672], [1.896, 1.573, -4.333], [2.808, 0.671, -3.801], [2.520, -0.037, -2.645], [1.297, 0.142, -1.988], [-2.805, -1.188, -2.851], [-1.869, -1.174, -1.336], [-1.040, -1.066, -2.895], [-4.140, 0.665, -2.193], [-3.377, 2.193, -1.737], [-3.307, 0.784, -0.635], [-0.874, 1.286, -0.685], [-1.117, 2.460, -1.912], [-0.032, 2.477, -4.060], [2.119, 2.119, -5.239], [3.763, 0.518, -4.288], [3.241, -0.725, -2.230], [-2.392, -4.673, -5.108], [-1.595, -4.325, -3.880], [-0.225, -4.140, -3.941], [0.532, -3.835, -2.810], [2.018, -3.681, -2.961], [-0.122, -3.685, -1.582], [0.926, -3.155, 0.176], [-1.512, -3.886, -1.493], [-2.268, -3.780, -0.193], [-2.220, -4.205, -2.644], [-1.775, -4.628, -6.005], [-3.231, -3.988, -5.238], [-2.802, -5.682, -5.033], [0.283, -4.247, -4.893], [2.363, -4.180, -3.867], [2.547, -4.101, -2.104], [2.294, -2.629, -3.023], [-2.128, -2.800, 0.269], [-1.937, -4.522, 0.536], [-3.333, -3.938, -0.359], [-3.292, -4.363, -2.573]], "homo_energy_ev": [-7.23, -7.22]}

=====

(6)
{"formula": "C22H22ClNO3S2", "method": "ωB97M-V with the def2-TZVPD basis set", "species": ["C", "H", "H", "H", "S", "C", "C", "C", "C", "C", "C", "H", "H", "C", "H", "H", "C", "N", "C", "O", "C", "C", "C", "C", "C", "H", "H", "S", "O", "C", "C", "C", "C", "C", "C", "C", "H", "H", "Cl", "H", "H", "H", "H", "O", "H", "H", "H", "H", "H", "H", "H"], "xyz": [[-2.943, -3.051, 1.645], [-2.699, -3.009, 2.702], [-2.058, -3.235, 1.042], [-3.678, -3.830, 1.469], [-3.752, -1.505, 1.144], [-2.543, -0.260, 1.445], [-1.258, -0.519, 1.897], [-0.379, 0.530, 2.103], [-0.752, 1.847, 1.864], [-2.044, 2.092, 1.409], [-2.932, 1.058, 1.209], [-3.938, 1.255, 0.873], [-2.360, 3.108, 1.221], [0.231, 2.971, 2.038], [0.969, 2.711, 2.799], [-0.285, 3.879, 2.351], [0.958, 3.254, 0.714], [1.653, 2.075, 0.264], [2.975, 2.028, -0.009], [3.708, 2.997, -0.041], [3.443, 0.657, -0.302], [4.622, 0.189, -0.815], [4.492, -1.217, -0.901], [3.247, -1.518, -0.426], [2.482, -2.775, -0.251], [2.737, -3.288, 0.678], [2.605, -3.467, -1.082], [0.694, -2.260, -0.071], [-0.062, -3.496, 0.132], [0.453, -1.835, -1.879], [-0.667, -0.860, -1.960], [-0.409, 0.506, -2.008], [-1.443, 1.421, -2.031], [-2.752, 0.967, -2.005], [-3.031, -0.389, -1.954], [-1.987, -1.294, -1.927], [-2.200, -2.351, -1.876], [-4.053, -0.732, -1.925], [-4.047, 2.107, -2.042], [-1.239, 2.479, -2.077], [0.612, 0.860, -2.045], [1.381, -1.415, -2.256], [0.221, -2.779, -2.368], [2.605, -0.386, -0.062], [5.224, -1.910, -1.262], [5.466, 0.783, -1.096], [1.126, 1.214, 0.307], [1.701, 4.045, 0.833], [0.228, 3.560, -0.044], [0.612, 0.312, 2.477], [-0.935, -1.527, 2.101]], "homo_energy_ev": -7.94, "de_lowest_ev": 0.0000}

=====

Number 1: E -28000.9511 eV. Number 2: E -9936.7092 eV. Number 3: E -10143.3909 eV. Number 4: E -8739.1011 eV. Number 5: E -97868.4553 eV. Number 6: E -64996.6013 eV.